Density functional theory data (ωB97M-V/def2-TZVPD) for a cluster of 3 separate species, C38H69F2IN5O4Si in total.

Cartesian coordinates (Å):
C  0.46  -3.38  1.91
C  1.04  -2.40  1.51
C  1.85  -1.20  1.05
C  1.97  -1.12  -0.50
C  3.31  -0.50  -1.09
C  4.44  0.00  -0.14
C  4.12  1.25  0.73
C  5.28  1.36  1.82
N  2.91  0.30  -2.31
C  3.22  1.74  -2.41
C  4.73  1.99  -2.70
O  5.47  1.17  -3.13
I  5.56  3.95  -2.29
C  1.53  -0.19  -2.66
N  0.86  0.46  -3.75
O  1.87  -1.52  -3.22
N  1.85  -1.57  -4.64
O  2.77  -2.14  -5.05
C  0.70  -0.58  -1.36
C  -0.20  -1.85  -1.47
C  -1.35  -1.77  -2.53
C  -2.34  -2.95  -2.21
O  -2.12  -0.57  -2.47
C  0.11  0.68  -0.65
F  1.13  1.45  -0.10
F  -0.50  1.53  -1.57
C  -0.97  0.36  0.40
C  -1.58  1.66  1.07
Si  -3.23  2.23  0.34
C  -3.95  3.50  1.58
C  -3.11  3.14  -1.32
C  -4.54  0.87  0.18
C  -5.13  0.20  1.29
C  -6.13  -0.78  1.15
C  -6.62  -1.17  -0.12
C  -6.03  -0.52  -1.24
C  -5.03  0.47  -1.10
H  -0.05  -4.13  2.51
H  1.42  -0.31  1.54
H  2.85  -1.35  1.51
H  2.13  -2.19  -0.76
H  3.81  -1.38  -1.56
H  5.35  0.15  -0.75
H  4.67  -0.85  0.54
H  4.20  2.21  0.16
H  3.18  1.18  1.31
H  4.93  1.82  2.76
H  6.08  1.98  1.37
H  5.73  0.36  1.97
H  3.47  -0.14  -3.06
H  2.91  2.33  -1.53
H  2.69  2.21  -3.27
H  -0.09  0.12  -3.87
H  0.75  1.46  -3.59
H  -0.68  -2.10  -0.51
H  0.37  -2.76  -1.73
H  -0.90  -1.96  -3.54
H  -2.53  -2.94  -1.11
H  -1.94  -3.94  -2.51
H  -3.30  -2.75  -2.70
H  -2.44  -0.42  -3.37
H  -0.61  -0.28  1.23
H  -1.83  -0.18  -0.04
H  -1.78  1.40  2.13
H  -0.83  2.48  1.06
H  -3.20  4.29  1.81
H  -4.86  3.99  1.17
H  -4.25  2.93  2.48
H  -2.17  3.73  -1.37
H  -4.02  3.75  -1.47
H  -3.13  2.39  -2.15
H  -4.84  0.46  2.32
H  -6.59  -1.27  2.03
H  -7.42  -1.90  -0.27
H  -6.42  -0.80  -2.23
H  -4.68  0.92  -2.04
C  5.06  6.14  1.01
C  4.68  5.94  2.47
N  5.77  5.46  3.30
C  5.33  5.03  4.62
C  4.75  6.09  5.57
C  6.99  6.25  3.28
C  6.90  7.72  3.69
H  5.46  5.21  0.58
H  4.18  6.42  0.43
H  5.80  6.93  0.88
H  3.87  5.21  2.50
H  4.26  6.88  2.85
H  6.16  4.53  5.13
H  4.57  4.25  4.49
H  5.52  6.72  5.99
H  4.24  5.60  6.40
H  4.01  6.72  5.07
H  7.40  6.20  2.26
H  7.74  5.75  3.89
H  6.03  8.22  3.26
H  7.79  8.25  3.33
H  6.88  7.84  4.77
C  -4.90  -4.56  -0.01
C  -5.43  -5.98  -0.02
N  -5.76  -6.48  -1.34
C  -6.51  -7.72  -1.32
C  -5.82  -8.97  -0.75
C  -4.70  -6.41  -2.33
C  -3.39  -7.14  -2.02
H  -5.60  -3.87  -0.49
H  -4.75  -4.22  1.02
H  -3.93  -4.48  -0.52
H  -6.34  -5.99  0.59
H  -4.71  -6.63  0.50
H  -6.87  -7.95  -2.33
H  -7.43  -7.55  -0.74
H  -5.10  -9.38  -1.46
H  -6.56  -9.75  -0.57
H  -5.32  -8.77  0.19
H  -4.46  -5.35  -2.50
H  -5.08  -6.75  -3.29
H  -3.06  -7.01  -0.99
H  -2.59  -6.77  -2.67
H  -3.47  -8.21  -2.22

Summary:
Frontier orbital gap in eV: 6.440
E_tot in hartree: -2850.53526
Total charge: +1
Molar mass in g/mol: 852.99

Atom charges from the Löwdin analysis, given in e for atoms 1 to 5:
1. C 0.123
2. C -0.124
3. C -0.138
4. C -0.137
5. C -0.150

Density functional theory data (ωB97M-V/def2-TZVPD) for a cluster of 10 separate species, C38H70N8O2 in total.

Cartesian coordinates (Å):
C  5.03  -4.30  -22.24
C  5.57  -3.26  -21.25
C  6.39  -2.21  -21.99
O  4.52  -2.68  -20.46
H  5.87  -4.91  -22.59
H  4.64  -3.74  -23.09
H  4.21  -4.93  -21.90
H  6.20  -3.82  -20.56
H  6.93  -1.66  -21.22
H  5.85  -1.48  -22.59
H  7.12  -2.67  -22.66
C  -1.01  -10.51  -18.75
C  -2.36  -9.81  -18.99
C  -3.48  -10.67  -18.38
O  -2.36  -8.47  -18.64
H  -0.14  -9.93  -19.05
H  -0.95  -11.46  -19.27
H  -0.82  -10.82  -17.72
H  -2.50  -9.79  -20.08
H  -3.43  -10.67  -17.29
H  -3.42  -11.69  -18.76
H  -4.46  -10.21  -18.56
C  6.74  -12.38  -15.85
C  6.43  -11.94  -17.37
C  6.58  -10.41  -17.60
C  5.59  -9.70  -16.78
N  4.78  -9.19  -16.14
H  7.75  -12.15  -15.52
H  6.57  -13.46  -15.78
H  6.09  -11.94  -15.10
H  5.43  -12.29  -17.62
H  7.06  -12.54  -18.02
H  6.34  -10.17  -18.64
H  7.52  -9.89  -17.38
C  -1.70  -15.81  -13.57
C  -0.35  -16.28  -12.95
C  0.84  -15.30  -13.01
C  0.70  -14.06  -12.26
N  0.60  -13.08  -11.65
H  -2.42  -16.63  -13.63
H  -1.61  -15.39  -14.57
H  -2.15  -15.03  -12.97
H  0.06  -17.22  -13.32
H  -0.56  -16.52  -11.91
H  1.01  -14.90  -14.01
H  1.78  -15.75  -12.69
C  -4.90  -17.70  -21.20
C  -6.00  -18.01  -20.18
C  -6.68  -19.37  -20.60
C  -7.86  -19.72  -19.77
N  -8.73  -20.02  -19.06
H  -4.12  -18.47  -21.21
H  -4.44  -16.74  -20.99
H  -5.33  -17.74  -22.20
H  -6.78  -17.26  -20.24
H  -5.68  -18.15  -19.15
H  -5.91  -20.12  -20.43
H  -6.91  -19.43  -21.67
C  -5.82  -11.62  -25.29
C  -7.27  -11.82  -24.91
C  -7.89  -10.46  -24.39
C  -7.62  -9.33  -25.29
N  -7.45  -8.46  -26.03
H  -5.70  -10.82  -26.03
H  -5.39  -12.53  -25.71
H  -5.24  -11.47  -24.37
H  -7.36  -12.52  -24.07
H  -7.79  -12.24  -25.77
H  -7.49  -10.23  -23.41
H  -8.94  -10.68  -24.21
C  -10.87  -10.50  -10.79
C  -10.23  -10.11  -12.14
C  -9.01  -10.97  -12.64
C  -9.31  -12.40  -12.65
N  -9.48  -13.53  -12.67
H  -10.21  -10.40  -9.93
H  -11.23  -11.52  -10.91
H  -11.72  -9.85  -10.59
H  -9.86  -9.09  -11.98
H  -11.06  -9.95  -12.83
H  -8.11  -10.81  -12.05
H  -8.82  -10.74  -13.68
C  -8.83  -2.94  -20.34
C  -9.54  -3.80  -19.30
C  -8.58  -4.67  -18.44
C  -7.57  -3.85  -17.74
N  -6.78  -3.20  -17.20
H  -8.22  -2.18  -19.86
H  -9.51  -2.31  -20.93
H  -8.25  -3.56  -21.03
H  -10.19  -4.50  -19.82
H  -10.22  -3.14  -18.76
H  -8.03  -5.38  -19.06
H  -9.24  -5.09  -17.68
C  -3.28  -1.42  -25.77
C  -2.52  -2.74  -25.57
C  -2.73  -3.43  -24.26
C  -2.65  -2.56  -23.06
N  -2.62  -1.93  -22.07
H  -3.22  -0.73  -24.92
H  -4.34  -1.69  -25.78
H  -2.99  -0.86  -26.66
H  -1.45  -2.58  -25.66
H  -2.80  -3.42  -26.38
H  -2.08  -4.28  -24.08
H  -3.73  -3.87  -24.25
C  1.59  -13.84  -26.42
C  1.79  -12.35  -26.56
C  2.44  -11.63  -25.37
C  3.85  -11.98  -25.01
N  4.92  -12.24  -24.72
H  0.96  -14.19  -27.24
H  1.04  -14.13  -25.53
H  2.50  -14.43  -26.42
H  0.79  -11.93  -26.66
H  2.39  -12.08  -27.43
H  1.86  -11.74  -24.45
H  2.37  -10.56  -25.59

Summary:
Relative energy (zero: lowest compared OMol25 entry of this formula, charge and spin) in kJ/mol: 287.79
Frontier orbital gap in eV: 3.065
E_tot in hartree: -2078.20005
Total charge: -2
Molar mass in g/mol: 671.03

Atom charges from the Löwdin analysis, given in e for atoms 1 to 5:
1. C -0.133
2. C -0.685
3. C -0.135
4. O -0.418
5. H 0.042